This record from the OMol25 dataset describes a molecular structure, C37H47AsClN7O6STl. The level of theory is the ωB97M-V functional and the def2-TZVPD basis.

Geometry as XYZ:
```
101
Properties=species:S:1:pos:R:3:forces:R:3:mulliken_charge:R:1
Tl 0.16477 -0.23787 1.10452 0.127 -0.159 0.137 1.470
C -4.24197 3.27418 -1.12669 0.020 -0.105 -0.063 -0.655
N -4.43537 1.84375 -1.22460 -0.060 -0.067 0.049 0.466
C -5.82322 1.43968 -1.37924 0.206 0.056 0.035 -1.314
C -3.43621 0.93117 -0.90148 0.015 0.288 -0.178 0.095
N -2.38343 1.16328 -0.21515 -0.122 -0.228 0.151 0.531
C -2.23587 2.19607 0.70956 0.097 0.100 -0.100 -0.538
C -3.16426 2.35494 1.71583 0.007 -0.033 0.019 -0.398
C -3.01945 3.34879 2.69969 -0.017 0.001 -0.018 -0.938
C -1.94216 4.18394 2.68216 -0.014 0.009 0.015 -1.026
C -0.93465 4.03792 1.69477 0.011 -0.116 -0.136 1.681
C 0.20136 4.88583 1.72081 -0.023 -0.010 0.038 -1.157
C 1.20608 4.71975 0.81378 0.025 -0.044 -0.006 -1.129
C 1.11931 3.71956 -0.16901 0.075 0.021 0.013 -0.713
C 0.01629 2.89444 -0.26980 -0.062 0.007 0.013 0.076
N 0.01481 1.86871 -1.21496 0.021 -0.110 0.056 1.070
C 0.37429 2.05922 -2.43331 -0.107 0.049 -0.087 -0.476
N 0.30155 3.26538 -3.14147 0.170 0.075 0.075 0.416
C 1.52795 3.77655 -3.73740 -0.079 -0.035 -0.027 -1.215
C -0.65322 4.28418 -2.75882 0.001 -0.114 -0.088 -0.788
N 0.81698 1.00652 -3.18993 0.050 -0.021 -0.065 0.556
C 1.24145 -0.22018 -2.54340 -0.152 0.086 -0.019 -0.051
C 0.60237 0.91492 -4.62078 0.002 -0.012 0.171 -1.310
C -1.05333 3.02565 0.69322 -0.030 0.023 -0.022 0.134
N -3.61788 -0.32280 -1.49703 -0.025 0.096 0.014 0.031
C -2.82669 -1.40780 -0.93971 0.059 0.044 0.005 -0.657
C -3.61727 -0.31969 -2.95571 -0.024 0.031 0.083 -0.972
H -4.76566 3.75471 -1.95813 0.005 0.000 -0.021 0.394
H -3.18733 3.52345 -1.19478 -0.011 -0.023 0.035 -0.053
H -4.62509 3.68823 -0.18937 -0.010 0.002 0.042 0.313
H -6.44607 1.95973 -0.64287 0.011 -0.016 0.007 0.365
H -5.91796 0.37078 -1.22588 0.016 -0.071 -0.007 0.394
H -6.20196 1.69093 -2.37574 0.003 0.011 -0.014 0.351
H -4.00844 1.67468 1.74728 0.025 0.035 -0.007 0.557
H -3.77177 3.44505 3.47433 0.018 -0.019 -0.024 0.389
H -1.82485 4.95623 3.43545 0.011 -0.046 -0.048 0.410
H 0.26855 5.64397 2.49415 -0.020 -0.047 -0.030 0.381
H 2.09469 5.33958 0.86348 -0.025 -0.024 -0.025 0.416
H 1.95487 3.54798 -0.84103 -0.060 0.007 0.064 0.415
H 2.29168 3.00009 -3.74788 -0.051 0.014 0.014 0.351
H 1.91561 4.61857 -3.15111 -0.006 -0.022 0.013 0.356
H 1.35360 4.12364 -4.76201 -0.009 -0.005 0.021 0.280
H -1.54020 3.81608 -2.33432 0.080 -0.003 -0.040 -0.067
H -0.95008 4.83610 -3.65566 -0.013 -0.010 -0.001 0.397
H -0.25703 4.99596 -2.02913 0.036 0.025 0.042 0.235
H 1.73804 0.00264 -1.60056 -0.030 0.031 -0.031 -0.803
H 1.95439 -0.72419 -3.19878 0.008 -0.005 -0.028 0.611
H 0.39488 -0.89969 -2.36519 0.003 0.013 -0.019 0.214
H 0.08131 1.79412 -4.98470 -0.016 0.056 0.006 0.410
H -0.00199 0.03115 -4.85215 -0.012 -0.010 0.004 0.405
H 1.55210 0.81853 -5.15614 0.013 0.010 0.003 0.296
H -2.87109 -1.39554 0.14556 0.014 0.006 0.010 0.315
H -1.76986 -1.33821 -1.23487 -0.030 0.005 -0.012 -0.080
H -3.22864 -2.35729 -1.29825 0.008 0.028 -0.016 0.360
H -4.24140 0.48470 -3.34084 0.000 -0.010 0.019 0.357
H -4.01013 -1.27014 -3.31991 0.016 0.012 0.014 0.364
H -2.59822 -0.18699 -3.35206 -0.043 -0.023 0.029 0.129
Cl 5.57428 3.67272 5.19632 -0.013 -0.036 -0.037 -0.252
C 4.95880 3.00842 3.70031 -0.028 -0.003 -0.022 0.348
C 3.62733 2.63693 3.61608 -0.063 -0.002 0.002 -1.025
C 3.14773 2.11094 2.42391 0.032 0.017 0.019 0.663
C 3.97659 1.97441 1.31629 0.020 -0.039 -0.012 0.383
C 5.30626 2.36500 1.42481 0.074 0.130 0.007 -0.474
C 5.80962 2.87273 2.61639 0.008 -0.007 -0.055 -0.773
C 3.48399 1.35951 0.01257 -0.033 -0.184 -0.339 -0.253
O 3.80414 1.93176 -1.04500 -0.090 -0.188 0.246 -0.797
O 2.82392 0.27724 0.12797 0.097 0.689 0.284 -0.804
H 2.97302 2.75126 4.47156 0.043 0.020 -0.037 0.440
H 2.10770 1.81995 2.35329 -0.027 -0.048 -0.017 0.155
H 5.95096 2.27510 0.55763 -0.054 0.005 0.030 0.410
H 6.84768 3.16866 2.70469 -0.042 -0.015 -0.007 0.411
O -1.92685 -6.21557 3.89012 0.026 -0.053 0.051 -0.700
S -2.57926 -5.51203 2.81416 0.062 0.122 -0.104 1.223
O -3.91267 -5.94675 2.47619 -0.064 -0.046 -0.011 -0.697
N -2.50317 -3.91560 3.00005 0.175 0.126 -0.103 -0.658
C -1.74693 -3.32827 2.06916 -0.199 0.105 0.148 -0.376
O -1.52789 -2.10544 1.97322 0.014 -0.195 -0.052 -0.444
C -1.18021 -4.30517 1.06130 -0.001 -0.026 -0.044 0.815
C -0.39749 -4.04395 -0.04767 0.066 -0.044 -0.066 0.656
C 0.00437 -5.11368 -0.84091 0.031 0.013 -0.006 -1.197
C -0.37663 -6.41814 -0.52983 -0.030 0.003 0.037 -0.518
C -1.17398 -6.67578 0.58114 -0.032 -0.018 0.020 -0.652
C -1.55947 -5.59783 1.35344 0.005 -0.004 0.004 -0.114
H -0.08797 -3.03351 -0.27566 0.015 0.010 0.031 0.396
H 0.62948 -4.93216 -1.71003 -0.056 -0.019 0.030 0.406
H -0.05475 -7.23905 -1.16025 0.005 0.030 0.005 0.390
H -1.49075 -7.68132 0.83332 0.042 0.045 -0.028 0.422
C 3.72030 -2.17734 -1.09056 -0.057 0.070 -0.051 -0.969
As 3.34242 -2.40183 0.78528 0.503 -0.170 -0.004 0.984
C 3.80025 -4.26296 1.07297 -0.147 -0.016 0.065 -1.225
C 4.67349 -1.47139 1.81603 -0.074 0.067 0.066 -0.865
O 1.79747 -2.20915 1.31827 -0.383 0.138 -0.098 -0.731
H 4.64415 -2.71142 -1.31489 -0.020 -0.034 -0.010 0.547
H 3.80193 -1.11925 -1.32967 0.001 -0.102 0.050 0.173
H 2.89374 -2.61860 -1.64783 0.025 -0.035 -0.022 0.205
H 4.86211 -4.45966 0.91811 -0.032 0.062 -0.020 0.383
H 3.20204 -4.88154 0.40332 0.021 0.019 0.001 0.347
H 3.51945 -4.50385 2.09826 0.043 -0.025 -0.020 0.371
H 5.62492 -1.45166 1.28266 -0.046 -0.013 0.003 0.345
H 4.78389 -2.00975 2.75538 0.063 -0.012 0.047 0.462
H 4.32945 -0.45754 2.00586 0.021 -0.091 -0.041 -0.062
```
Positions in Å, forces in eV/Å.

Molecular weight (g/mol): 1032.65
Total charge: -1
Electronic energy (a.u.): -5539.60924
Gap between HOMO and LUMO (eV): 7.3239